{
  "formula": "C2H10N2O3",
  "method": "wB97M-V/def2-TZVPD",
  "elements": ["N", "C", "C", "N", "O", "H", "H", "H", "H", "H", "H", "H", "H", "O", "H", "H", "O"],
  "coordinates": [[2.32647, -0.19520, -1.29014], [0.91521, -0.23912, -0.79297], [0.61031, 0.32022, 0.57292], [1.46297, 1.36084, 0.78531], [-0.16613, -0.10902, 1.40498], [2.82752, -1.10432, -1.07221], [2.39264, 0.07555, -2.28783], [0.37230, 0.26215, -1.61863], [0.49790, -1.25509, -0.68979], [2.13061, 1.68290, 0.06733], [1.20784, 1.97918, 1.59267], [-0.83371, -2.09955, 0.12871], [-1.73198, -1.36729, 1.21600], [-1.69737, -2.04294, 0.46001], [-3.19161, 0.88991, -0.02270], [-2.50035, 0.31900, -1.18023], [-2.74279, 1.14839, -0.77489]],
  "homo_energy_ev": [0.8, -5.5],
  "e_tot_ev": -11357.824,
  "total_charge": -1,
  "fmax_ev_per_a": 3.920,
  "spin_multiplicity": 2,
  "homo_lumo_gap_ev": [3.0, 9.1]
}


{
  "formula": "C10H14O2",
  "method": "wB97M-V/def2-TZVPD",
  "elements": ["C", "C", "C", "O", "C", "O", "H", "H", "H", "H", "H", "H", "C", "C", "C", "C", "C", "C", "H", "H", "H", "H", "H", "H", "H", "H"],
  "coordinates": [[-1.11181, 1.35563, -0.86915], [-1.03761, 0.68848, 0.27973], [-1.96840, -0.39461, 0.76646], [-1.25908, -1.40943, 1.45916], [-2.82835, -1.01518, -0.32691], [-3.58916, -0.39584, -1.02614], [-1.91150, 1.17130, -1.58694], [-0.42052, 2.09494, -1.16134], [-0.24567, 0.89310, 1.00474], [-2.66072, 0.03398, 1.51046], [-0.50497, -1.66437, 0.89979], [-2.70754, -2.12295, -0.42020], [0.57995, 3.14926, 0.38059], [1.40490, 2.22758, 0.18724], [2.35236, 1.19956, -0.03353], [2.03543, -0.09191, -0.09114], [3.02705, -1.19979, -0.32558], [2.37949, -2.58490, -0.34376], [-0.16246, 3.92016, 0.53987], [3.38891, 1.50418, -0.16086], [1.00295, -0.38601, 0.04049], [3.56349, -1.02792, -1.27822], [3.81308, -1.16585, 0.45233], [1.87930, -2.79160, 0.60839], [3.12234, -3.36990, -0.51771], [1.63113, -2.65165, -1.13873]],
  "homo_energy_ev": -9.0,
  "e_tot_ev": -14687.375,
  "total_charge": 0,
  "smiles": "C=C[C@H](O)C=O.C#C/C=C/CC",
  "fmax_ev_per_a": 5.342,
  "homo_lumo_gap_ev": 9.7
}


{
  "formula": "C2H8IN3OP",
  "method": "wB97M-V/def2-TZVPD",
  "elements": ["C", "P", "O", "N", "I", "C", "N", "N", "H", "H", "H", "H", "H", "H", "H", "H"],
  "coordinates": [[-1.33281, -0.24722, 1.34271], [-1.45900, -0.81234, -0.38088], [-1.37806, -2.39469, -0.03438], [0.27583, -0.55521, -0.91730], [0.48356, -0.81172, -2.94835], [0.92109, 0.56686, -0.48514], [2.12773, 0.42222, 0.01588], [0.38907, 1.81504, -0.58994], [-0.81131, -0.98332, 1.95606], [-2.36405, -0.20304, 1.69651], [-0.87114, 0.73084, 1.44376], [-1.22515, -2.92091, -0.83285], [2.30141, -0.45864, 0.48721], [2.50695, 1.22383, 0.50878], [0.25179, 2.39531, 0.22207], [0.18408, 2.23299, -1.48415]],
  "homo_energy_ev": -12.8,
  "e_tot_ev": -26104.275,
  "total_charge": 1,
  "fmax_ev_per_a": 1.963,
  "homo_lumo_gap_ev": 7.6
}


{
  "formula": "C2H6O2",
  "method": "wB97M-V/def2-TZVPD",
  "elements": ["O", "C", "C", "O", "H", "H", "H", "H", "H", "H"],
  "coordinates": [[-1.36180, 1.44780, -0.43173], [-0.86139, 0.19058, -0.16994], [0.99169, -1.27294, 0.59938], [0.58671, 0.25263, -0.07178], [-1.14093, 1.68586, -1.34130], [-1.25598, -0.16961, 0.77914], [-1.03292, -0.55010, -0.95509], [1.74961, -0.88036, 1.30441], [1.59244, -1.60285, -0.26712], [0.80038, 0.94712, 0.57266]],
  "homo_energy_ev": -7.7,
  "e_tot_ev": -6261.892,
  "total_charge": 0,
  "fmax_ev_per_a": 0.461,
  "homo_lumo_gap_ev": 8.2
}


{
  "formula": "C25H32N6O4PPt",
  "method": "wB97M-V/def2-TZVPD",
  "elements": ["Pt", "N", "C", "C", "N", "C", "C", "N", "C", "C", "N", "H", "H", "H", "H", "H", "H", "O", "C", "O", "C", "C", "N", "N", "C", "C", "O", "O", "H", "H", "H", "C", "C", "C", "C", "P", "C", "C", "C", "C", "C", "C", "C", "C", "C", "C", "H", "H", "H", "H", "H", "H", "H", "H", "H", "H", "H", "H", "H", "H", "H", "H", "H", "H", "H", "H", "H", "H", "H"],
  "coordinates": [[0.07970, -0.28780, 0.08420], [3.93100, 1.61200, 0.19420], [4.56220, 0.40700, 0.28000], [3.58350, -0.54400, 0.23090], [2.38100, 0.06550, 0.11500], [2.60390, 1.37130, 0.09290], [1.53210, 2.30310, -0.11910], [0.37410, 1.88840, -0.61550], [-0.41450, 2.98370, -0.71970], [0.27230, 4.08430, -0.28880], [1.50790, 3.64360, 0.07760], [4.39360, 2.50670, 0.17190], [5.62270, 0.31660, 0.37910], [3.67710, -1.61050, 0.24880], [-1.40720, 2.93550, -1.11770], [-0.02650, 5.10920, -0.20180], [2.22870, 4.22330, 0.47960], [-4.21190, 1.25340, 3.86440], [-4.71140, 0.76100, 2.75800], [-5.82540, 0.31230, 2.67160], [-3.83150, 0.71330, 1.54680], [-4.32120, 0.42040, 0.28360], [-3.26550, 0.31280, -0.53540], [-2.11880, 0.51070, 0.11440], [-2.43010, 0.77180, 1.38200], [-1.33790, 1.12770, 2.36360], [-1.65520, 1.68820, 3.40680], [-0.15580, 0.84340, 2.02010], [-3.25080, 1.51860, 3.79600], [-5.33540, 0.27870, -0.03130], [-3.26680, 0.13590, -1.53030], [-1.64780, -2.32660, -1.98020], [-1.66290, -3.19580, -0.71510], [-1.61980, -4.65870, -1.14190], [-2.92520, -2.93850, 0.10640], [-0.13920, -2.64310, 0.25660], [1.20090, -3.39040, -0.72950], [1.77800, -2.56630, -1.69390], [2.77280, -3.04030, -2.52810], [3.20610, -4.35090, -2.41020], [2.62610, -5.18580, -1.46870], [1.62680, -4.71180, -0.63710], [-0.04790, -3.30660, 2.02130], [-0.61460, -4.70390, 2.25430], [1.43920, -3.25580, 2.38370], [-0.79630, -2.30520, 2.90670], [-2.60140, -2.41240, -2.49810], [-0.86320, -2.65610, -2.66030], [-1.45590, -1.27280, -1.73820], [-2.50740, -4.86330, -1.73820], [-1.62580, -5.33080, -0.29010], [-0.74590, -4.87340, -1.75260], [-3.79700, -2.96660, -0.54320], [-2.89440, -1.97350, 0.60490], [-3.05980, -3.70650, 0.86210], [1.43150, -1.53540, -1.77680], [3.20660, -2.38890, -3.27170], [3.99060, -4.72410, -3.04920], [2.94370, -6.21430, -1.38680], [1.17830, -5.38620, 0.07360], [-0.17840, -5.45070, 1.59780], [-1.69420, -4.71920, 2.13650], [-0.39370, -4.99930, 3.27940], [2.01420, -4.01640, 1.85990], [1.55780, -3.42140, 3.45230], [1.84820, -2.27290, 2.14280], [-1.84650, -2.21430, 2.63450], [-0.32480, -1.32600, 2.84110], [-0.75210, -2.62410, 3.94670]],
  "homo_energy_ev": [-11.1, -11.1],
  "e_tot_ev": -56106.405,
  "total_charge": 1,
  "fmax_ev_per_a": 1.572,
  "homo_lumo_gap_ev": [6.9, 7.3]
}